1.
The following is a DFT calculation (ωB97M-V/def2-TZVPD) of a molecular structure, C42H38IrN8O6SSi in a non-equilibrium geometry.

Structure (XYZ):
```
97
C42H38IrN8O6SSi ωB97M-V/def2-TZVPD
Ir -0.602 -0.636 0.753
O 1.025 -1.029 4.996
C 0.714 -0.829 3.734
O -0.418 -0.896 3.287
C 1.875 -0.498 2.868
C 3.172 -0.337 3.323
C 4.152 0.028 2.404
C 3.796 0.234 1.083
C 2.472 0.020 0.715
N 1.554 -0.349 1.586
C 1.982 0.146 -0.719
O 2.665 0.718 -1.540
O 0.855 -0.448 -0.926
H 0.247 -1.253 5.528
H 3.397 -0.497 4.367
H 5.176 0.157 2.728
H 4.505 0.548 0.330
N -4.181 -1.403 3.125
C -3.587 -0.539 2.300
N -2.603 -1.160 1.686
C -2.637 -2.430 2.196
N -3.590 -2.604 3.073
C -1.658 -3.427 1.793
C -1.810 -4.787 2.054
N -0.883 -5.662 1.699
C 0.202 -5.204 1.089
C 0.367 -3.849 0.823
N -0.567 -2.969 1.167
H -4.978 -1.267 3.727
H -3.880 0.486 2.151
H -2.693 -5.155 2.562
H 0.960 -5.924 0.811
H 1.261 -3.470 0.346
O -0.540 1.556 0.727
Si -0.337 3.062 1.105
C 1.437 3.668 1.289
C 2.183 3.212 2.377
C 3.477 3.666 2.582
C 4.046 4.567 1.691
C 3.320 5.011 0.598
C 2.020 4.566 0.396
C -1.327 3.420 2.721
C -0.741 3.994 3.843
C -1.445 4.018 5.042
C -2.730 3.497 5.112
C -3.330 2.967 3.977
C -2.635 2.940 2.777
C -1.260 4.305 -0.018
C -1.415 5.648 0.386
C -2.015 6.549 -0.473
C -2.494 6.107 -1.704
C -2.359 4.763 -2.092
C -1.769 3.851 -1.242
H 1.744 2.510 3.079
H 4.034 3.326 3.447
H 5.054 4.924 1.852
H 3.758 5.716 -0.097
H 1.466 4.921 -0.466
H 0.255 4.413 3.805
H -0.981 4.449 5.920
H -3.274 3.533 6.047
H -4.346 2.592 4.020
H -3.105 2.555 1.879
H -1.051 5.989 1.347
H -2.121 7.583 -0.176
H -2.986 6.809 -2.365
H -2.717 4.433 -3.059
H -1.666 2.814 -1.535
C -1.037 -2.990 -7.007
C -1.453 -2.271 -5.728
C -0.230 -1.881 -4.895
N -0.613 -1.188 -3.661
C -1.180 -1.688 -2.595
S -2.002 -0.618 -1.506
N -1.319 -3.023 -2.368
C -0.646 -4.249 -2.680
O -1.308 -5.244 -2.531
C 0.794 -4.290 -3.025
C 1.303 -5.538 -3.398
C 2.658 -5.703 -3.621
C 3.524 -4.628 -3.468
C 3.023 -3.379 -3.125
C 1.667 -3.209 -2.900
H -1.916 -3.253 -7.592
H -0.494 -3.909 -6.782
H -0.398 -2.357 -7.624
H -2.105 -2.920 -5.137
H -2.020 -1.371 -5.976
H 0.401 -1.198 -5.460
H 0.361 -2.764 -4.668
H -0.544 -0.181 -3.662
H -2.143 -3.233 -1.821
H 0.619 -6.369 -3.509
H 3.041 -6.672 -3.911
H 4.587 -4.762 -3.616
H 3.683 -2.525 -3.041
H 1.307 -2.237 -2.602
```

Its multiplicity is 6. Its expectation value of S² is 8.78. The energy relative to the best compared isomer or geometry (same formula, charge and spin) is 0.806 eV. The lowest unoccupied orbital energy (alpha / beta) comes out at -5.245 / -8.962 eV. For the largest force on an atom, the calculation gives 1.76 eV/Å. For the HOMO energy (alpha / beta), the calculation gives -12.9 / -13.6 eV. Its charge is +2. As for the HOMO-LUMO gap (alpha / beta): 7.6810 / 4.6250 eV.



2.
The following is a DFT calculation (ωB97M-V/def2-TZVPD) of a molecular structure, C42H38N2O3RuS.

Structure (XYZ):
```
87
C42H38N2O3RuS ωB97M-V/def2-TZVPD
Ru -0.148 -0.210 0.393
O 0.760 -1.898 0.262
C 0.661 -2.855 -0.760
C 0.873 -2.174 -2.126
C -0.247 -1.282 -2.578
C -0.991 -1.577 -3.710
C -1.932 -0.664 -4.158
C -2.073 0.538 -3.490
C -1.313 0.767 -2.351
C -1.397 2.055 -1.585
C -2.238 1.923 -0.302
O -1.632 1.033 0.590
C -3.627 1.427 -0.698
C -4.526 2.285 -1.327
C -5.745 1.817 -1.793
C -6.083 0.479 -1.634
C -5.195 -0.378 -1.000
C -3.977 0.095 -0.532
C -2.327 3.259 0.443
C -1.723 4.431 0.013
C -1.770 5.585 0.794
C -2.423 5.574 2.014
C -3.043 4.404 2.447
C -2.995 3.264 1.668
N -0.456 -0.151 -1.889
C 1.755 -3.885 -0.475
C 1.614 -4.679 0.661
C 2.601 -5.576 1.028
C 3.753 -5.696 0.260
C 3.903 -4.912 -0.870
C 2.910 -4.010 -1.235
C -0.707 -3.541 -0.766
C -0.968 -4.543 -1.700
C -2.217 -5.134 -1.780
C -3.233 -4.737 -0.917
C -2.975 -3.761 0.031
C -1.718 -3.170 0.108
H 1.043 -2.922 -2.901
H 1.778 -1.566 -2.040
H -0.818 -2.509 -4.231
H -2.532 -0.878 -5.032
H -2.772 1.293 -3.822
H -1.824 2.818 -2.240
H -0.388 2.359 -1.295
H -4.272 3.333 -1.447
H -6.434 2.498 -2.276
H -7.033 0.110 -1.998
H -5.447 -1.424 -0.874
H -3.285 -0.576 -0.040
H -1.199 4.465 -0.933
H -1.294 6.490 0.439
H -2.460 6.469 2.622
H -3.566 4.388 3.395
H -3.466 2.349 2.008
H 0.719 -4.583 1.263
H 2.476 -6.179 1.919
H 4.530 -6.393 0.548
H 4.798 -4.993 -1.474
H 3.064 -3.397 -2.113
H -0.176 -4.873 -2.364
H -2.400 -5.910 -2.513
H -4.210 -5.197 -0.977
H -3.749 -3.459 0.726
H -1.518 -2.433 0.878
N 0.556 3.314 2.446
C 0.845 2.099 1.943
O 1.059 1.938 0.739
C 0.915 0.930 2.894
C -0.057 -0.168 2.451
H 0.308 4.047 1.799
H 0.225 3.393 3.391
H 0.757 1.248 3.930
H 1.942 0.563 2.810
H -1.073 0.045 2.791
H 0.253 -1.139 2.844
S 3.601 -0.466 0.549
C 4.218 -1.743 1.508
C 5.475 -2.316 1.243
C 5.985 -3.301 2.066
C 5.238 -3.757 3.147
C 3.978 -3.228 3.405
C 3.472 -2.227 2.600
H 6.035 -1.958 0.389
H 6.961 -3.722 1.864
H 5.636 -4.536 3.785
H 3.393 -3.600 4.236
H 2.491 -1.809 2.779
```

Its multiplicity is 5. Its expectation value of S² is 6.04. The energy relative to the best compared isomer or geometry (same formula, charge and spin) is 0.488 eV. The lowest unoccupied orbital energy (alpha / beta) comes out at 0.634 / -1.568 eV. For the largest force on an atom, the calculation gives 0.38 eV/Å. For the HOMO energy (alpha / beta), the calculation gives -7.8 / -8.1 eV. As for the HOMO-LUMO gap (alpha / beta): 8.4724 / 6.4832 eV.



3.
The following is a DFT calculation (ωB97M-V/def2-TZVPD) of a molecular structure, C42H38N2OP2S5SbTl.

Structure (XYZ):
```
92
C42H38N2OP2S5SbTl ωB97M-V/def2-TZVPD
Tl 1.719 0.378 -2.037
C -1.123 -4.420 3.525
C -1.825 -3.144 3.032
C -3.186 -3.007 3.740
C -0.969 -1.935 3.367
C -0.678 -1.631 4.693
C 0.066 -0.518 5.042
C 0.536 0.318 4.042
C 0.287 0.048 2.705
P 0.877 1.150 1.342
C 2.552 1.558 1.983
C 2.872 2.619 2.827
C 4.179 2.816 3.252
C 5.186 1.950 2.846
C 4.881 0.892 1.998
C 3.577 0.709 1.560
C -0.076 2.651 1.763
C -1.375 2.524 2.258
C -2.192 3.634 2.402
C -1.723 4.893 2.055
C -0.438 5.028 1.552
C 0.374 3.916 1.399
C -0.467 -1.087 2.381
O -0.689 -1.294 1.054
C -1.493 -2.328 0.632
C -1.696 -2.415 -0.745
C -2.511 -3.441 -1.205
C -3.085 -4.360 -0.343
C -2.844 -4.255 1.015
C -2.049 -3.235 1.531
P -0.914 -1.238 -2.012
C -0.272 -2.643 -3.018
C -0.514 -2.935 -4.356
C 0.109 -4.014 -4.971
C 1.003 -4.807 -4.268
C 1.275 -4.509 -2.940
C 0.643 -3.441 -2.327
C -2.524 -0.582 -2.583
C -3.153 -0.751 -3.810
C -4.381 -0.154 -4.055
C -4.982 0.639 -3.092
C -4.342 0.847 -1.880
C -3.123 0.244 -1.631
H -0.958 -4.382 4.604
H -0.156 -4.536 3.034
H -1.727 -5.303 3.304
H -3.058 -2.944 4.822
H -3.823 -3.865 3.523
H -3.699 -2.106 3.401
H -1.052 -2.282 5.475
H 0.272 -0.302 6.083
H 1.110 1.199 4.300
H 2.095 3.303 3.154
H 4.410 3.652 3.902
H 6.208 2.115 3.162
H 5.664 0.236 1.639
H 3.352 -0.087 0.858
H -1.759 1.545 2.521
H -3.203 3.513 2.771
H -2.365 5.760 2.151
H -0.072 5.999 1.243
H 1.356 4.035 0.956
H -2.694 -3.521 -2.270
H -3.711 -5.156 -0.727
H -3.285 -4.977 1.692
H -1.147 -2.295 -4.945
H -0.088 -4.215 -6.017
H 1.502 -5.635 -4.757
H 1.991 -5.102 -2.383
H 0.865 -3.215 -1.288
H -2.675 -1.302 -4.600
H -4.845 -0.271 -5.027
H -5.920 1.138 -3.306
H -4.770 1.515 -1.143
H -2.604 0.442 -0.697
S 1.439 3.641 -5.441
Sb -0.184 2.474 -4.295
S 0.321 0.152 -4.511
S 0.182 2.671 -1.943
S -2.354 2.945 -4.825
S 5.916 1.088 -2.202
C 4.887 2.411 -2.076
N 4.602 3.049 -0.909
C 3.495 3.989 -1.071
C 3.393 4.130 -2.596
N 4.224 3.022 -3.059
H 4.722 2.517 -0.062
H 3.720 4.939 -0.584
H 2.560 3.583 -0.676
H 3.797 5.080 -2.952
H 2.373 4.025 -2.963
H 4.183 2.655 -3.996
```

Its multiplicity is 1. The energy relative to the best compared isomer or geometry (same formula, charge and spin) is 0.000 eV. The lowest unoccupied orbital energy comes out at 3.497 eV. For the largest force on an atom, the calculation gives 0.35 eV/Å. For the HOMO energy, the calculation gives -1.5 eV. Its charge is -2. As for the HOMO-LUMO gap: 5.0027 eV.